No. 1
C38H50Cl2NOP3Ti | ωB97M-V/def2-TZVPD

The spin multiplicity is 1. The gap between HOMO and LUMO is 7.62 eV. The calculation puts the total energy at -4401.467293 a.u. Its total charge is +2. For the energy relative to the best compared isomer or geometry (same formula, charge and spin), the calculation gives 0.00 kJ/mol.

Geometry (Å):
Ti (-0.029, 0.240, -0.137)
Cl (-0.399, -0.610, 2.104)
Cl (2.154, 0.898, 0.395)
P (1.243, -2.076, -0.391)
P (1.088, 1.484, -4.381)
P (-3.795, -1.735, -2.396)
O (-2.284, 0.770, -3.420)
N (-2.831, 0.953, 3.199)
C (3.382, 1.163, -5.922)
C (4.699, 1.459, -6.269)
C (-4.134, 0.980, 3.924)
C (-1.803, 1.714, 3.961)
C (-1.019, -0.829, -7.004)
C (1.077, -1.160, -5.179)
C (-0.978, 2.190, 0.413)
C (-1.776, -0.987, -0.554)
C (2.821, 1.723, -4.763)
C (0.519, 3.615, -6.023)
C (-2.403, 3.713, 1.648)
C (-0.214, 0.369, -2.196)
C (-0.480, -2.096, -6.773)
C (0.840, 1.043, -2.617)
C (-1.132, 5.322, -5.576)
C (0.561, -2.266, -5.855)
C (2.567, -2.066, -1.637)
C (-4.420, -2.806, -1.116)
C (-0.480, 4.571, 0.490)
C (0.494, 0.107, -5.370)
C (-1.434, 4.713, -4.354)
C (-3.005, 1.327, 1.698)
C (0.318, -3.586, -0.803)
C (-3.340, -2.645, -3.873)
C (-2.251, -0.978, -1.808)
C (-0.759, 3.558, -3.950)
C (3.594, 2.568, -3.947)
C (4.911, 2.858, -4.310)
C (-0.148, 4.775, -6.406)
C (-1.581, 4.785, 1.319)
C (-0.213, 3.278, 0.007)
C (-0.550, 0.274, -6.293)
C (0.197, 2.983, -4.807)
C (-4.939, -0.413, -2.773)
C (5.470, 2.304, -5.466)
C (2.126, -2.580, 1.122)
C (-2.086, 2.408, 1.232)
C (-1.421, -0.229, -2.843)
H (-2.572, -3.391, -3.626)
H (-4.230, -3.156, -4.261)
H (-4.869, 0.382, 3.377)
H (-3.982, 0.577, 4.931)
H (-4.473, 2.023, 3.987)
H (-2.850, 0.401, 1.142)
H (-5.354, -3.253, -1.482)
H (0.996, -4.451, -0.819)
H (3.269, -2.883, -1.427)
H (-1.817, 1.321, 4.983)
H (2.136, -2.201, -2.635)
H (0.104, 5.241, -7.358)
H (-5.071, 0.219, -1.887)
H (2.652, -1.715, 1.540)
H (-0.971, 1.269, -6.462)
H (-2.948, -1.967, -4.642)
H (-0.826, 1.533, 3.515)
H (-3.698, -3.602, -0.894)
H (0.162, 5.406, 0.207)
H (-5.903, -0.843, -3.065)
H (-0.859, -2.953, -7.331)
H (-2.201, 5.138, -3.706)
H (-2.477, -0.022, 3.169)
H (-0.463, -3.737, -0.048)
H (-4.526, 0.194, -3.586)
H (2.782, 0.499, -6.546)
H (5.508, 3.525, -3.689)
H (1.686, 1.306, -1.972)
H (5.116, 1.027, -7.177)
H (-2.062, 2.775, 3.969)
H (-3.299, 3.876, 2.258)
H (-1.657, 6.225, -5.888)
H (-1.810, -0.681, -7.742)
H (2.842, -3.373, 0.871)
H (-1.769, 1.383, -3.985)
H (0.991, -3.255, -5.678)
H (-4.630, -2.228, -0.207)
H (1.934, -1.272, -4.509)
H (-4.058, 1.622, 1.588)
H (-1.091, -0.930, -3.639)
H (0.620, 3.148, -0.682)
H (3.157, 2.999, -3.045)
H (1.296, 3.184, -6.660)
H (-0.157, -3.466, -1.785)
H (-0.959, 3.122, -2.967)
H (6.496, 2.535, -5.750)
H (1.401, -2.942, 1.859)
H (3.093, -1.105, -1.600)
H (-1.810, 5.780, 1.706)
H (-2.267, -1.527, 0.273)

No. 2
C38H50CrN6OPS2 | ωB97M-V/def2-TZVPD

The spin multiplicity is 5. The gap between HOMO and LUMO (spin up / spin down) is 6.24 / 6.45 eV. The expectation value of S² is 6.02. The calculation puts the total energy at -4063.959572 a.u. Its total charge is +1.

Geometry (Å):
Cr (0.303, 0.322, 0.287)
S (-3.435, -3.466, 1.301)
S (-3.540, 2.588, -0.435)
P (0.472, -0.336, 2.567)
O (1.138, 2.474, -1.723)
N (-1.629, 1.030, 0.319)
N (-0.147, 0.175, -3.995)
N (2.220, 0.043, 0.049)
N (-1.082, -1.416, -2.524)
N (0.047, 0.485, -1.790)
N (-1.699, -1.982, 0.122)
C (-0.753, 0.368, 3.731)
C (3.914, -1.716, 0.456)
C (2.798, 3.389, 1.390)
C (2.018, 0.080, 3.480)
C (0.405, -2.130, 2.970)
C (-2.510, 1.636, 5.492)
C (-3.853, 0.907, -0.294)
C (-3.778, -1.797, 1.089)
C (-1.615, 2.386, 4.746)
C (1.981, 4.469, 2.038)
C (4.908, 2.604, 0.551)
C (6.378, 2.792, 0.315)
C (2.461, -3.480, -1.342)
C (-1.915, 2.298, 0.109)
C (3.519, -4.027, -0.386)
C (-0.317, -0.538, -5.233)
C (4.153, 3.596, 1.154)
C (1.826, -2.215, -0.755)
C (-2.744, -1.169, 0.455)
C (0.676, 1.554, -2.353)
C (-1.914, -3.218, 0.478)
C (-2.537, 0.261, 5.340)
C (2.222, 2.199, 1.000)
C (-1.033, 3.455, 0.381)
C (3.507, -0.818, -1.901)
C (2.882, -1.118, -0.521)
C (-2.740, 0.246, 0.128)
C (0.641, 1.376, -3.870)
C (-0.417, -0.294, -2.766)
C (-0.748, 1.754, 3.876)
C (4.172, -2.072, -2.462)
C (3.113, -3.149, -2.684)
C (5.231, -2.577, -1.483)
C (4.314, 1.408, 0.180)
C (-1.675, -0.372, 4.460)
C (4.574, -2.948, -0.153)
C (-1.016, -4.362, 0.192)
C (2.939, 1.160, 0.369)
H (1.336, -2.436, 0.196)
H (1.649, 1.252, -4.274)
H (2.357, -2.787, -3.388)
H (-1.502, -1.928, -3.276)
H (3.567, -4.043, -3.116)
H (-1.324, -0.951, -5.309)
H (5.730, -3.451, -1.906)
H (-1.369, -5.250, 0.711)
H (4.970, 0.690, -0.278)
H (6.638, 2.502, -0.702)
H (1.496, 5.075, 1.274)
H (1.155, 2.041, 1.145)
H (-1.287, -1.651, -1.540)
H (2.020, -0.392, 4.463)
H (4.230, -0.009, -1.852)
H (-0.028, 2.335, 3.316)
H (-4.811, 0.494, -0.536)
H (2.612, 5.117, 2.641)
H (5.336, -3.321, 0.538)
H (4.649, -1.826, -3.417)
H (-0.133, 3.428, -0.235)
H (1.679, -4.232, -1.502)
H (-1.002, -4.572, -0.878)
H (-1.716, -1.447, 4.371)
H (2.708, -0.483, -2.570)
H (2.105, 1.158, 3.598)
H (3.983, -4.915, -0.819)
H (-3.177, 2.121, 6.188)
H (-0.505, -2.583, 2.584)
H (-0.740, 3.460, 1.431)
H (0.413, -1.348, -5.325)
H (-4.694, -1.380, 1.451)
H (4.672, -0.985, 0.718)
H (6.668, 3.828, 0.471)
H (2.875, -0.263, 2.902)
H (0.462, -2.275, 4.049)
H (6.953, 2.166, 0.997)
H (3.389, -1.988, 1.378)
H (3.055, -4.311, 0.562)
H (4.609, 4.532, 1.437)
H (1.207, 4.060, 2.684)
H (0.172, 2.228, -4.363)
H (-1.587, 3.460, 4.856)
H (5.988, -1.807, -1.323)
H (-3.228, -0.324, 5.926)
H (1.263, -2.613, 2.503)
H (1.066, -1.848, -1.444)
H (0.006, -4.148, 0.497)
H (-0.170, 0.159, -6.054)
H (-1.571, 4.378, 0.177)